# 1
{"formula": "C19H40N2O11P2", "method": "the ωB97M-V functional and the def2-TZVPD basis", "symbols": ["C", "C", "N", "H", "H", "H", "C", "C", "N", "H", "H", "H", "C", "C", "O", "P", "O", "O", "C", "C", "O", "C", "C", "H", "H", "H", "H", "H", "H", "H", "H", "H", "H", "H", "H", "H", "H", "H", "C", "C", "O", "P", "O", "O", "C", "C", "O", "C", "C", "H", "H", "H", "H", "H", "H", "H", "H", "H", "H", "H", "H", "H", "H", "H", "C", "C", "O", "C", "O", "O", "H", "H", "H", "H"], "positions_angstrom": [[26.3383, -14.7738, -5.8555], [27.7306, -14.4524, -6.1508], [28.8299, -14.2160, -6.3760], [25.9234, -14.0311, -5.1752], [26.2477, -15.7851, -5.4757], [25.7487, -14.6540, -6.7676], [29.6779, -17.3168, -7.7166], [28.8888, -18.3680, -8.3349], [28.2168, -19.1722, -8.8121], [29.0796, -16.6526, -7.1058], [30.1768, -16.7409, -8.4970], [30.4934, -17.7718, -7.1534], [22.4561, -20.2437, -16.1624], [23.2244, -19.2597, -15.2927], [24.4876, -19.8628, -14.9483], [25.5701, -18.9841, -14.1863], [25.3487, -17.5394, -14.2925], [25.5600, -19.5805, -12.7407], [24.6842, -18.9821, -11.7719], [25.3902, -17.9824, -10.8789], [26.9431, -19.5201, -14.7017], [27.3548, -19.1912, -16.0435], [26.6977, -19.9860, -17.1662], [21.4386, -19.8718, -16.2995], [22.8691, -20.2361, -17.1743], [22.4858, -21.2505, -15.7573], [23.4007, -18.3523, -15.8694], [22.6599, -19.0179, -14.3922], [23.8172, -18.5462, -12.2709], [24.3031, -19.7925, -11.1490], [25.3480, -16.9742, -11.2874], [25.0139, -18.0478, -9.8595], [26.4371, -18.2747, -10.8086], [27.2797, -18.1151, -16.1948], [28.4152, -19.4452, -16.0700], [27.1929, -20.9348, -17.3663], [25.6735, -20.2686, -16.9291], [26.6765, -19.3633, -18.0604], [39.1380, -12.3475, -8.8033], [37.6369, -12.2037, -8.8673], [37.1304, -12.0388, -7.4959], [36.5351, -13.2479, -6.6978], [37.4913, -14.2876, -6.3217], [35.7829, -12.5627, -5.5030], [36.5020, -11.9038, -4.4464], [35.5335, -11.0385, -3.6786], [35.3306, -13.7096, -7.5981], [34.5130, -14.8170, -7.1134], [33.0915, -14.5391, -7.4747], [39.6207, -11.3882, -8.6365], [39.3681, -13.0524, -8.0047], [39.5206, -12.7965, -9.7219], [37.2968, -11.2916, -9.3435], [37.1751, -13.1022, -9.2699], [36.9628, -12.6540, -3.7995], [37.3121, -11.3154, -4.8806], [34.8552, -10.5515, -4.3871], [34.9479, -11.5529, -2.9222], [36.0354, -10.1840, -3.2166], [34.8819, -15.7056, -7.6312], [34.6878, -14.9583, -6.0492], [32.6827, -13.7352, -6.8545], [32.8956, -14.2763, -8.5102], [32.4604, -15.3914, -7.1978], [30.5213, -17.4998, -11.6531], [29.1270, -17.6720, -12.2542], [29.2218, -18.9271, -12.9377], [30.3722, -19.5483, -12.6345], [30.6591, -20.6533, -12.9511], [31.1577, -18.7492, -11.8582], [30.5274, -17.2954, -10.5839], [31.0759, -16.6776, -12.1112], [28.8933, -16.9083, -12.9891], [28.3595, -17.7689, -11.4946]], "mulliken_charge": [-0.875, 0.448, -0.405, 0.323, 0.287, 0.268, -0.522, 0.370, -0.426, 0.092, 0.148, 0.317, -1.231, -0.185, -0.296, 1.003, -0.749, -0.353, -0.223, -0.743, -0.235, -0.372, -0.852, 0.410, 0.302, 0.297, 0.274, 0.343, 0.177, 0.461, 0.307, 0.425, -0.166, 0.401, 0.275, 0.323, 0.109, 0.311, -1.019, -0.262, -0.286, 0.840, -0.727, -0.151, -0.169, -1.211, -0.300, -0.248, -1.026, 0.276, 0.291, 0.344, 0.311, 0.283, 0.297, 0.273, 0.324, 0.293, 0.371, 0.281, 0.330, 0.293, 0.341, 0.248, 0.175, 0.249, -0.184, 0.568, -0.527, -0.393, -0.277, 0.284, 0.340, -0.271], "lumo_ev": 0.214, "smiles": "CCOP(=O)(OCC)OCC.CCOP(=O)(OCC)OCC.O=C1OCCO1.CC#N.CC#N", "homo_energy_ev": -10.289, "orbital_gap_ev": 10.50, "largest_force_ev_per_a": 1.6, "total_energy_ev": -64436.90504}

=====

# 2
{"formula": "C19H40N4O2SbSi2V", "method": "the ωB97M-V functional and the def2-TZVPD basis", "symbols": ["V", "N", "N", "C", "O", "O", "H", "H", "H", "C", "Si", "C", "C", "N", "C", "C", "C", "C", "C", "C", "N", "Si", "C", "C", "C", "H", "H", "H", "H", "H", "H", "H", "H", "H", "H", "H", "H", "H", "H", "H", "H", "H", "H", "H", "H", "H", "H", "C", "C", "Sb", "C", "C", "C", "C", "H", "H", "H", "H", "H", "H", "H", "H", "H", "H", "H", "H", "H", "H", "H"], "positions_angstrom": [[-0.0033, 0.1483, 0.2679], [-1.3392, 1.3068, -1.0976], [-1.9464, 2.2707, -0.2526], [-1.8797, 2.0465, 1.1443], [-2.6751, 2.6056, 1.8547], [-0.8917, 1.2628, 1.5139], [-0.9986, 1.7789, -1.9276], [-2.0242, 0.6196, -1.3920], [-2.8536, 2.6061, -0.5488], [2.9588, -0.2332, 3.6669], [2.8920, -0.7163, 1.8628], [3.9285, -2.2248, 1.4835], [3.8215, 0.6466, 0.9869], [1.2363, -0.9178, 1.3232], [0.5122, -1.9799, 1.9323], [1.0017, -2.7936, 2.9522], [0.2452, -3.8292, 3.4855], [-1.0231, -4.0662, 2.9932], [-1.5216, -3.2673, 1.9709], [-0.7752, -2.2282, 1.4192], [-1.2015, -1.3759, 0.3427], [-2.8063, -1.7699, -0.2830], [-3.4468, -0.7610, -1.7483], [-2.8049, -3.4880, -1.0153], [-4.1166, -1.4481, 1.0032], [3.8913, 0.2938, 3.8897], [2.8772, -1.0732, 4.3583], [2.1254, 0.4441, 3.8771], [4.9817, -1.9948, 1.6732], [3.8267, -2.4679, 0.4214], [3.6725, -3.1188, 2.0489], [4.8694, 0.5242, 1.2792], [3.5216, 1.6432, 1.3176], [3.7782, 0.5833, -0.1009], [1.9765, -2.6050, 3.3748], [0.6499, -4.4347, 4.2864], [-1.6331, -4.8653, 3.3945], [-2.5164, -3.4792, 1.6136], [-2.8151, -0.7420, -2.6423], [-3.7868, 0.2511, -1.5043], [-4.3483, -1.3134, -2.0268], [-1.9723, -3.5596, -1.7216], [-3.7312, -3.6581, -1.5717], [-2.6893, -4.2960, -0.2957], [-3.9450, -0.4510, 1.4228], [-4.1215, -2.1497, 1.8352], [-5.1104, -1.4523, 0.5463], [4.1417, 2.3618, -2.4981], [3.5518, 3.1365, -1.3185], [1.6129, 2.4540, -0.7186], [0.5398, 3.6737, -2.1300], [0.4774, 3.0936, -3.5479], [1.3501, 3.7232, 0.9969], [1.9381, 5.1245, 0.8488], [5.1291, 2.7455, -2.7623], [3.5160, 2.4363, -3.3888], [4.2567, 1.3017, -2.2673], [3.4165, 4.1913, -1.5611], [4.2048, 3.0743, -0.4495], [1.0477, 4.6384, -2.1398], [-0.4537, 3.8471, -1.7132], [1.4346, 3.1971, -4.0596], [-0.2692, 3.6044, -4.1593], [0.2375, 2.0256, -3.5651], [1.7816, 3.1930, 1.8470], [0.2747, 3.7617, 1.1718], [3.0130, 5.1054, 0.6651], [1.7747, 5.7042, 1.7595], [1.4705, 5.6723, 0.0285]], "mulliken_charge": [0.560, -0.183, -0.111, 0.435, -0.684, -0.517, 0.113, -0.218, 0.278, -1.113, -0.272, -1.110, -0.774, 0.623, 0.955, -0.456, -1.187, -1.347, -0.408, 0.733, 0.435, 0.218, -1.595, -1.120, -1.013, 0.398, 0.427, 0.282, 0.361, 0.299, 0.372, 0.456, 0.259, 0.004, 0.127, 0.389, 0.380, 0.278, 0.393, 0.398, 0.424, 0.312, 0.332, 0.382, 0.301, 0.383, 0.363, -1.076, -0.780, 0.468, -1.073, -1.169, -0.471, -1.253, 0.361, 0.213, 0.264, 0.544, 0.466, 0.547, 0.637, 0.326, 0.345, 0.310, 0.402, 0.370, 0.272, 0.446, 0.288], "lumo_ev": [0.096, -0.029], "homo_energy_ev": [-7.008, -7.076], "multiplicity": 3, "orbital_gap_ev": [7.10, 7.05], "largest_force_ev_per_a": 0.8, "total_energy_ev": -78391.48331, "s_squared": 2.0200}

=====

# 3
{"formula": "C19H40NO5S3", "method": "the ωB97M-V functional and the def2-TZVPD basis", "symbols": ["C", "C", "C", "C", "C", "S", "C", "C", "C", "C", "N", "C", "C", "O", "H", "H", "H", "H", "H", "H", "H", "H", "H", "H", "H", "H", "H", "H", "H", "H", "H", "H", "H", "H", "H", "H", "H", "H", "C", "C", "C", "S", "O", "O", "C", "H", "H", "H", "H", "H", "H", "H", "H", "C", "C", "C", "S", "O", "O", "C", "H", "H", "H", "H", "H", "H", "H", "H"], "positions_angstrom": [[-5.7850, -4.0424, 0.8370], [-5.1088, -5.3555, 1.2162], [-4.1775, -5.9858, 0.1576], [-4.6295, -5.9063, -1.3183], [-3.5929, -5.2631, -2.2536], [-3.8031, -3.4761, -2.3722], [-2.1933, -2.6484, -2.3168], [-2.0303, -1.6336, -1.1510], [-0.7323, -1.8173, -0.3708], [-0.7058, -3.0155, 0.5717], [-0.5355, -4.3047, -0.1577], [0.0905, -5.3101, 0.6718], [-0.6382, -5.7883, 1.9083], [1.1619, -5.7534, 0.3788], [-6.3845, -3.7016, 1.6839], [-6.4993, -4.1553, 0.0180], [-5.0652, -3.2448, 0.6304], [-5.8366, -6.0976, 1.5453], [-4.4861, -5.1436, 2.0907], [-3.1612, -5.5968, 0.2741], [-4.0986, -7.0472, 0.4012], [-4.7319, -6.9246, -1.6983], [-5.6089, -5.4434, -1.4443], [-2.5783, -5.5252, -1.9526], [-3.7299, -5.6366, -3.2689], [-4.4065, -3.1450, -1.2157], [-2.1653, -2.0961, -3.2563], [-1.4015, -3.3969, -2.3580], [-2.8932, -1.6691, -0.4773], [-2.0123, -0.6391, -1.5975], [-0.6041, -0.9222, 0.2363], [0.1030, -1.8546, -1.0700], [-1.6497, -3.0367, 1.1349], [0.1198, -2.9050, 1.2750], [-1.4739, -4.6425, -0.3535], [-1.4913, -5.1593, 2.1719], [-1.0316, -6.7888, 1.7105], [0.0483, -5.8324, 2.7506], [1.1674, 3.7665, 0.0207], [2.6559, 3.5840, -0.3044], [2.8217, 2.1675, -0.8760], [1.2581, 1.7497, -1.6497], [0.6575, 0.6390, -0.9330], [1.4049, 1.6785, -3.0807], [0.4021, 3.2538, -1.1962], [0.9248, 4.8071, 0.2303], [0.9040, 3.1758, 0.9014], [2.9627, 4.3198, -1.0488], [3.2772, 3.7243, 0.5674], [3.6032, 2.1092, -1.6292], [3.0065, 1.4329, -0.0942], [-0.6437, 3.0269, -1.0000], [0.4856, 3.9388, -2.0393], [4.7625, 8.7197, 2.0941], [6.2473, 8.5485, 1.7448], [6.4291, 7.1254, 1.2011], [4.8550, 6.6702, 0.4631], [4.2852, 5.5719, 1.2103], [4.9858, 6.5761, -0.9682], [3.9874, 8.1728, 0.8994], [4.5088, 9.7602, 2.2883], [4.5224, 8.1419, 2.9892], [6.5282, 9.2742, 0.9796], [6.8873, 8.7195, 2.6084], [7.1987, 7.0630, 0.4361], [6.6367, 6.4096, 1.9941], [2.9488, 7.9356, 1.1180], [4.0473, 8.8426, 0.0422]], "mulliken_charge": [-1.019, -0.541, 0.812, -0.943, -0.696, 0.076, -0.722, -0.934, -0.793, -0.150, -0.094, 0.548, -0.899, -0.513, 0.418, 0.347, 0.126, 0.413, 0.323, -0.795, 0.413, 0.346, 0.433, 0.631, 0.461, 0.090, 0.502, 0.617, 0.592, 0.274, 0.360, 0.263, 0.204, 0.454, -0.453, 0.234, 0.288, 0.352, -0.642, -0.351, -0.823, 1.053, -0.547, -0.705, -0.729, 0.325, 0.299, 0.216, 0.359, 0.355, 0.394, 0.413, 0.371, -0.589, -0.591, -0.732, 1.247, -0.660, -0.727, -0.727, 0.354, 0.292, 0.298, 0.321, 0.358, 0.369, 0.383, 0.392], "lumo_ev": -2.463, "homo_energy_ev": -12.049, "orbital_gap_ev": 9.59, "largest_force_ev_per_a": 0.8, "charge": 1, "total_energy_ev": -64577.16788, "relative_energy_kcal_mol": 0.0}